[1]
# C3H4N2OS

2 unconnected molecules or ions with the total composition C3H4N2OS at a distorted geometry (ωB97M-V/def2-TZVPD, the Open Molecules 2025 dataset).

Cartesian coordinates (Å):
C: 0.53 0.24 -0.10
N: -2.20 0.76 0.32
H: 1.31 -1.49 -0.98
H: 1.17 -1.54 0.78
S: -1.52 -1.82 -0.14
C: -1.60 -0.27 0.10
C: 1.42 -0.91 -0.07
N: 0.45 1.41 -0.15
H: 2.45 -0.57 0.03
O: -0.10 2.47 -0.15
H: -1.91 1.72 0.34

Properties
Structure (SMILES): CC#[N+][O-].N=C=S
Max |F| (eV Å⁻¹): 2.37
Energy above the lowest of the compared OMol25 structures with the same formula, charge and spin (kcal per mole): 95.72
Kohn-Sham gap (alpha / beta) (eV): 8.96 / 8.96
Electronic energy (eV): -19034.898

Mulliken atomic charge list, values in e, 6 entries:
1 C 0.55
2 N -0.46
3 H 0.36
4 H 0.37
5 S -0.33
6 C 0.47

[2]
# C3H4N2OS

2 unconnected molecules or ions with the total composition C3H4N2OS at a distorted geometry (ωB97M-V/def2-TZVPD, the Open Molecules 2025 dataset).

Cartesian coordinates (Å):
O: 3.22 -1.07 -0.04
C: 3.24 0.04 0.69
N: 1.98 -1.07 -0.68
S: -1.86 -1.06 0.50
H: 4.11 0.26 1.28
H: -1.89 -1.78 -0.63
H: -1.17 1.22 0.49
N: 2.17 0.76 0.59
C: 1.42 0.02 -0.28
C: -1.35 0.40 -0.18
H: -1.35 0.56 -1.24

Properties
Max |F| (eV Å⁻¹): 1.72
Energy above the lowest of the compared OMol25 structures with the same formula, charge and spin (kcal per mole): 132.46
Kohn-Sham gap (alpha / beta) (eV): 9.17 / 6.72
Electronic energy (eV): -19033.304

Mulliken atomic charge list, values in e, 6 entries:
1 O -0.15
2 C 0.15
3 N -0.32
4 S -0.05
5 H 0.40
6 H 0.17

[3]
# C3H4N2OS

C3H4N2OS in the gas phase at a distorted geometry (ωB97M-V/def2-TZVPD, the Open Molecules 2025 dataset).

Cartesian coordinates (Å):
O: 0.39 1.98 0.13
H: 2.50 0.87 -0.24
S: -2.27 -0.86 0.04
C: -0.02 0.86 0.00
N: 2.98 -1.06 0.02
N: 0.79 -0.27 -0.11
H: 0.42 -1.08 0.31
H: -2.17 1.49 -0.13
C: -1.54 0.59 -0.14
H: 2.53 -1.99 0.20
C: 2.13 -0.13 -0.05

Properties
Structure (SMILES): [H]/N=C\NC(=O)C=S
Max |F| (eV Å⁻¹): 2.24
Energy above the lowest of the compared OMol25 structures with the same formula, charge and spin (kcal per mole): 31.28
Kohn-Sham gap (eV): 8.00
Electronic energy (eV): -19037.692

Mulliken atomic charge list, values in e, 6 entries:
1 O -0.51
2 H 0.39
3 S -0.20
4 C 0.55
5 N -0.62
6 N -0.24

[4]
# C3H4N2OS

C3H4N2OS in the gas phase at a distorted geometry (ωB97M-V/def2-TZVPD, the Open Molecules 2025 dataset).

Cartesian coordinates (Å):
N: 0.27 -1.09 0.93
C: 0.79 0.05 0.50
H: 1.30 -2.54 1.52
N: -1.20 -0.31 -0.50
C: -0.94 -1.28 0.33
C: -0.11 0.50 -0.44
S: 0.10 1.95 -1.44
H: 1.70 0.42 0.87
H: -0.99 2.55 -0.90
O: 0.77 -1.91 1.96
H: -1.58 -2.13 0.55

Properties
Structure (SMILES): On1cnc(S)c1
Max |F| (eV Å⁻¹): 2.42
Energy above the lowest of the compared OMol25 structures with the same formula, charge and spin (kcal per mole): 54.22
Kohn-Sham gap (eV): 9.24
Electronic energy (eV): -19036.697

Mulliken atomic charge list, values in e, 6 entries:
1 N 0.27
2 C -0.32
3 H 0.35
4 N -0.55
5 C -0.10
6 C 0.04

> Which of these has the lowest max |F|?

number 2